152
Properties=species:S:1:pos:R:3 method="wB97M-V/def2-TZVPD" smiles="CCOP(=O)(OCC)OCC.CCOP(=O)(OCC)OCC.CCOP(=O)(OCC)OCC.CCOP(=O)(OCC)OCC.O=C1OCCO1.O=C1OCCO1.O=C1OCCO1.CC#N.CC#N.CC#N" max_force_ev_per_a=6.26 total_charge=0 e_homo_ha=-0.3792 e_above_lowest_kcal_mol=42.7 energy_ha=-4945.5176
C -3.450 2.782 -1.993
C -2.914 2.051 -0.807
N -2.522 1.495 0.117
H -2.923 2.490 -2.902
H -3.179 3.838 -1.995
H -4.535 2.879 -2.038
C 0.122 0.446 -2.089
C 0.629 1.798 -2.194
N 0.958 2.902 -2.334
H 0.546 0.003 -1.188
H 0.408 -0.214 -2.908
H -0.958 0.573 -2.160
C 5.177 4.183 -1.962
C 5.058 4.841 -3.178
N 4.931 5.474 -4.116
H 6.248 3.994 -1.889
H 4.703 3.202 -1.956
H 4.941 4.746 -1.058
C 4.165 0.302 -0.712
C 3.203 -0.715 -0.161
O 2.176 0.102 0.374
P 1.585 -0.166 1.844
O 2.562 -0.307 2.921
O 0.675 1.091 2.125
C 1.094 2.325 2.697
C 2.082 3.100 1.734
O 0.497 -1.365 1.509
C 0.636 -2.661 1.947
C 0.071 -3.345 0.800
H 3.628 1.175 -1.082
H 4.897 0.631 0.025
H 4.757 0.008 -1.579
H 2.670 -1.184 -0.988
H 3.498 -1.496 0.539
H 0.344 2.959 3.170
H 1.702 2.067 3.564
H 3.096 2.776 1.966
H 1.795 2.899 0.702
H 2.084 4.165 1.969
H 1.705 -2.840 2.062
H 0.112 -2.800 2.893
H 0.425 -3.212 -0.223
H 0.110 -4.427 0.927
H -1.003 -3.161 0.822
C -4.591 -1.908 0.247
C -3.347 -1.976 -0.610
O -2.850 -3.301 -0.916
P -3.662 -4.144 -1.994
O -4.970 -4.609 -1.423
O -3.723 -3.302 -3.408
C -2.544 -2.859 -4.018
C -3.001 -1.684 -4.894
O -2.491 -5.267 -2.376
C -2.388 -6.509 -1.657
C -1.951 -6.392 -0.151
H -4.466 -2.568 1.106
H -4.632 -0.913 0.690
H -5.476 -2.197 -0.320
H -3.482 -1.379 -1.512
H -2.510 -1.391 -0.229
H -1.867 -2.621 -3.198
H -2.019 -3.715 -4.443
H -3.466 -0.926 -4.264
H -2.082 -1.224 -5.259
H -3.776 -1.843 -5.644
H -3.403 -6.906 -1.671
H -1.682 -7.218 -2.090
H -1.000 -5.861 -0.183
H -2.579 -5.837 0.546
H -1.739 -7.406 0.187
C -2.682 0.458 3.165
C -2.035 0.187 4.544
O -1.961 1.379 5.287
P -3.287 1.959 6.101
O -3.725 1.167 7.301
O -2.777 3.473 6.543
C -1.737 3.576 7.489
C -2.111 3.741 8.945
O -4.372 2.130 4.967
C -5.691 2.724 5.174
C -6.424 3.289 3.875
H -3.678 0.021 3.097
H -2.725 1.486 2.805
H -2.142 -0.117 2.413
H -2.461 -0.567 5.206
H -0.993 -0.101 4.404
H -1.050 2.742 7.349
H -1.102 4.442 7.300
H -2.902 3.029 9.184
H -1.408 3.859 9.770
H -2.526 4.743 9.049
H -6.318 1.911 5.541
H -5.566 3.477 5.952
H -6.735 2.357 3.403
H -7.280 3.958 3.969
H -5.722 3.741 3.175
C 3.117 -8.898 -2.035
C 4.053 -8.010 -1.214
O 3.885 -6.732 -1.708
P 2.950 -5.633 -0.897
O 2.408 -6.057 0.435
O 1.754 -5.302 -1.950
C 2.039 -4.837 -3.215
C 1.231 -3.605 -3.531
O 3.867 -4.320 -0.897
C 5.152 -4.385 -0.203
C 5.488 -5.621 0.700
H 2.149 -8.831 -1.540
H 2.906 -8.588 -3.059
H 3.237 -9.979 -1.958
H 3.796 -8.066 -0.157
H 4.987 -8.504 -1.484
H 3.066 -4.541 -3.431
H 1.670 -5.630 -3.864
H 0.316 -3.360 -2.992
H 1.795 -2.673 -3.481
H 0.996 -3.525 -4.592
H 6.047 -4.266 -0.813
H 5.085 -3.567 0.514
H 4.629 -6.009 1.248
H 5.966 -6.404 0.112
H 6.336 -5.289 1.298
C 1.640 6.560 -2.453
C 2.277 6.139 -1.091
O 1.550 6.932 -0.172
C 0.720 7.727 -0.779
O -0.158 8.417 -0.191
O 0.818 7.608 -2.083
H 1.115 5.791 -3.020
H 2.483 6.923 -3.040
H 3.324 6.421 -0.982
H 2.084 5.072 -0.973
C -1.864 4.652 1.503
C -2.344 5.232 2.843
O -3.553 5.793 2.507
C -3.663 5.974 1.204
O -4.443 6.781 0.723
O -2.605 5.444 0.597
H -2.379 3.706 1.339
H -0.777 4.630 1.583
H -1.618 5.979 3.164
H -2.627 4.522 3.620
C 3.012 2.965 -5.057
C 2.857 2.970 -6.517
O 2.596 1.651 -6.782
C 2.599 0.886 -5.663
O 2.369 -0.295 -5.582
O 2.825 1.634 -4.642
H 2.380 3.694 -4.550
H 4.010 3.356 -4.859
H 3.771 3.368 -6.960
H 1.976 3.587 -6.694

=====

11
Properties=species:S:1:pos:R:3 method="wB97M-V/def2-TZVPD" smiles="C1=C[C@]2(C=N2)N=C1" max_force_ev_per_a=3.92 total_charge=0 e_homo_ha=-0.3440 e_above_lowest_kcal_mol=77.1 energy_ha=-302.3055
C 1.570 0.053 -0.362
C 0.586 0.954 -0.211
C 1.051 -1.260 -0.083
C -2.134 0.433 0.582
C -0.767 -0.021 0.139
N -0.226 -1.323 0.163
N -2.061 0.164 -0.633
H 2.551 0.181 -0.624
H 0.364 2.030 -0.303
H 1.743 -2.063 -0.067
H -2.677 0.852 1.398

=====

26
Properties=species:S:1:pos:R:3 method="wB97M-V/def2-TZVPD" smiles=CC.O.O.O.O.O.O max_force_ev_per_a=5.01 total_charge=0 e_homo_ha=-0.3873 e_above_lowest_kcal_mol=54.3 energy_ha=-538.3471
C 1.752 -1.038 0.426
C 0.820 -1.163 1.560
H 1.635 -1.716 -0.392
H 2.734 -1.448 0.911
H 2.105 -0.072 0.082
H -0.034 -0.468 1.407
H 0.480 -2.132 1.884
H 1.173 -0.773 2.492
H -0.608 -1.593 -3.442
H -1.604 -2.241 -2.562
O -1.166 -1.468 -2.757
H 0.824 1.683 2.039
H 2.103 2.360 2.164
O 1.517 1.816 2.638
H -2.208 2.120 2.560
H -3.093 0.791 1.944
O -2.745 1.696 1.747
H -0.574 0.470 -0.215
H 0.365 1.209 -1.216
O 0.095 1.210 -0.292
H -3.349 0.632 -0.824
H -3.054 -0.917 -1.076
O -3.051 -0.190 -0.305
H 1.381 0.628 -2.515
H 2.309 -0.115 -3.330
O 2.193 0.718 -2.926

=====

95
Properties=species:S:1:pos:R:3 method="wB97M-V/def2-TZVPD" smiles="CCCCc1cc(COc2ccccc2)c(CCO[Si](C)(C)C)c2c1C(=O)NC2=O.COC[C@@H](C)N.COC[C@@H](C)N" max_force_ev_per_a=3.33 total_charge=0 e_homo_ha=-0.3326 energy_ha=-2156.2342
C 3.473 1.138 -0.122
C 3.537 2.722 -0.107
C 2.107 3.399 -0.221
C 1.811 3.995 -1.683
C 0.444 3.362 -2.137
C 0.285 2.510 -3.297
C -0.980 1.884 -3.703
C -1.099 0.962 -4.971
O 0.159 0.429 -5.402
C 0.640 -0.538 -4.488
C 1.815 -0.360 -3.675
C 2.281 -1.370 -2.709
C 1.485 -2.576 -2.606
C 0.314 -2.775 -3.440
C -0.139 -1.784 -4.387
C -2.159 2.157 -2.865
C -3.575 1.543 -3.122
C -3.951 0.711 -1.807
O -4.310 -0.650 -2.119
Si -5.157 -1.257 -0.753
C -4.401 -0.762 0.922
C -6.932 -0.523 -0.865
C -5.285 -3.169 -0.757
C -1.996 3.032 -1.725
C -0.727 3.657 -1.324
C -0.923 4.531 -0.055
O -0.272 5.423 0.386
N -2.185 4.000 0.480
C -3.000 3.519 -0.643
O -4.192 3.584 -0.628
H 4.286 0.801 0.580
H 2.505 0.753 0.304
H 3.607 0.699 -1.139
H 4.162 3.135 -0.937
H 3.978 3.041 0.870
H 1.920 4.159 0.583
H 1.358 2.579 -0.022
H 2.639 3.794 -2.400
H 1.593 5.082 -1.528
H 1.200 2.315 -3.905
H -1.876 0.179 -4.787
H -1.497 1.602 -5.807
H 2.428 0.566 -3.750
H 3.177 -1.162 -2.093
H 1.785 -3.355 -1.875
H -0.277 -3.720 -3.376
H -1.034 -1.904 -5.030
H -4.296 2.395 -3.152
H -3.625 0.899 -4.030
H -3.049 0.659 -1.131
H -4.752 1.261 -1.249
H -3.289 -0.609 0.893
H -4.935 0.105 1.398
H -4.574 -1.636 1.615
H -6.933 0.481 -0.373
H -7.121 -0.363 -1.962
H -7.658 -1.245 -0.415
H -5.519 -3.510 -1.793
H -6.097 -3.420 -0.017
H -4.357 -3.647 -0.337
H -1.878 3.182 1.026
C -2.501 -0.278 6.949
C -2.097 -0.177 5.481
C -3.288 -0.133 4.505
O -3.940 -1.378 4.305
C -4.822 -1.757 5.348
N -1.180 -1.279 5.165
H -2.793 -1.288 7.237
H -1.661 -0.001 7.589
H -3.331 0.397 7.178
H -1.550 0.764 5.364
H -2.905 0.157 3.522
H -4.014 0.638 4.793
H -5.340 -0.896 5.781
H -4.281 -2.305 6.121
H -5.567 -2.435 4.929
H -0.819 -1.143 4.223
H -1.738 -2.128 5.091
C 8.536 -2.463 1.386
C 8.217 -2.106 -0.062
C 6.985 -1.195 -0.226
O 5.735 -1.845 -0.044
C 5.381 -2.069 1.310
N 8.079 -3.345 -0.837
H 7.887 -3.246 1.780
H 9.559 -2.838 1.464
H 8.451 -1.589 2.037
H 9.078 -1.555 -0.453
H 6.975 -0.826 -1.255
H 7.053 -0.309 0.419
H 5.710 -1.255 1.962
H 5.787 -3.022 1.654
H 4.294 -2.141 1.368
H 7.985 -3.106 -1.821
H 7.177 -3.754 -0.599